Record 1
13
Properties=species:S:1:pos:R:3:forces:R:3 method="wB97M-V/def2-TZVPD" multiplicity=1 gap_ev=9.53 total_energy_ev=-14544.466 smiles=CSC.N
N -3.613 -6.032 0.315 0.249 -0.369 0.694
H -3.108 -5.160 0.323 -0.111 -0.060 -0.468
H -4.447 -5.957 0.867 -0.228 0.056 0.022
H -3.807 -6.445 -0.579 0.089 0.374 -0.248
C 2.514 3.905 -0.192 0.150 -0.005 -1.026
S 0.839 3.157 -0.169 -0.909 0.378 0.222
C 0.792 1.279 0.021 -0.211 1.869 0.570
H 3.145 3.800 0.687 -0.503 0.372 0.469
H 2.406 4.966 -0.582 -0.233 -1.184 1.052
H 3.110 3.462 -0.967 0.226 -0.499 -0.620
H 0.837 0.885 -0.989 0.714 -0.569 0.371
H 1.530 1.117 0.810 0.195 -0.901 -0.723
H -0.198 1.021 0.456 0.571 0.538 -0.315

---

Record 2
14
Properties=species:S:1:pos:R:3:forces:R:3 method="wB97M-V/def2-TZVPD" multiplicity=1 gap_ev=10.43 total_energy_ev=-12327.513
C -0.262 -0.301 0.430 -2.734 -2.027 -1.567
C 0.506 -0.287 -0.976 1.413 -1.347 3.562
C 1.228 0.954 -1.525 -0.506 -1.732 -4.195
H -1.135 -2.231 -0.356 0.245 3.082 1.229
H -1.881 -1.616 0.991 0.578 0.862 -0.178
H -0.194 -0.643 -1.681 -1.125 0.589 -0.896
H 1.093 -1.296 -0.934 0.077 2.190 0.038
H 1.273 1.691 0.190 -0.696 1.990 -2.802
H -0.940 1.141 3.210 1.496 3.864 1.604
N -1.321 -1.288 0.191 0.487 -1.950 0.647
N -0.142 0.529 1.390 0.594 1.527 1.258
O 1.234 2.109 -0.813 0.974 -3.241 2.537
O 1.532 0.771 -2.736 -0.282 1.970 4.068
O -0.991 0.467 2.618 -0.521 -5.778 -5.305

---

Record 3
15
Properties=species:S:1:pos:R:3:forces:R:3 method="wB97M-V/def2-TZVPD" multiplicity=1 gap_ev="7.74 / 7.78" total_energy_ev=-9299.285
C -0.063 -0.401 -0.655 0.712 -0.958 -0.269
C -0.023 -1.882 -0.447 0.004 -0.140 -0.022
C -0.718 1.217 0.258 0.625 1.385 0.189
C -1.183 2.233 -0.477 0.041 -0.244 0.126
O 1.816 -0.876 1.313 -0.235 0.422 -0.319
N 1.408 0.478 1.061 0.197 -0.048 0.101
N 0.651 0.542 0.025 -1.269 -0.543 0.172
H 2.435 -0.754 2.043 -0.075 0.075 -0.099
H -0.437 -0.062 -1.609 -0.064 0.250 0.193
H -1.041 1.023 1.273 0.020 -0.199 -0.122
H -0.748 -2.351 -1.117 0.007 0.074 0.120
H -0.251 -2.151 0.584 -0.004 -0.009 -0.116
H 0.960 -2.299 -0.681 0.006 0.011 0.045
H -0.825 2.429 -1.478 0.183 0.139 0.050
H -1.979 2.854 -0.093 -0.148 -0.214 -0.048

---

Record 4
118
Properties=species:S:1:pos:R:3:forces:R:3 method="wB97M-V/def2-TZVPD" multiplicity=1 gap_ev=6.06 charge=-1 total_energy_ev=-124087.537
C 3.155 -0.379 7.098 -0.210 -0.097 0.378
C 2.106 0.208 7.147 0.390 0.579 -0.266
C 0.945 1.103 7.131 -0.474 -0.493 0.091
C 0.068 1.067 5.827 0.571 0.108 0.093
C 0.586 0.183 4.697 -0.355 -0.167 0.128
Nb -0.315 0.482 2.638 -0.028 1.346 -0.155
C 1.712 -0.369 1.880 0.596 0.293 0.628
C 2.880 0.384 2.291 -0.154 -0.054 -0.047
C 3.826 1.025 2.685 0.041 -0.212 0.145
C -2.270 1.279 3.460 -0.390 -0.321 0.281
C -3.556 0.665 2.877 -0.039 -0.042 0.382
O -4.403 1.667 2.300 0.054 -0.028 -0.142
C -5.754 1.279 2.275 -0.090 0.060 0.074
C -6.516 1.792 3.511 -0.215 0.003 -0.147
C 0.609 2.532 2.618 0.363 -0.195 -0.459
C 1.218 3.141 1.354 -0.083 0.527 0.095
O 1.458 2.207 0.312 0.137 -0.181 0.397
C 2.659 2.376 -0.395 0.066 -0.076 -0.718
C 2.491 3.300 -1.624 0.045 -0.378 0.061
C -1.172 0.649 0.527 -0.400 0.247 0.148
C -1.688 1.962 -0.067 -0.186 -0.278 -0.734
O -1.961 2.999 0.882 -0.042 -0.004 0.407
C -2.963 1.718 -0.894 0.446 0.199 -0.096
N -2.630 1.007 -2.148 -0.323 0.047 0.107
C -1.033 -1.728 2.485 0.156 -0.282 -0.017
I -0.495 -2.741 0.633 -0.092 -0.016 0.119
C -1.722 -2.524 3.304 0.089 -0.211 -0.609
C -2.198 -3.944 3.083 -0.277 0.372 0.552
I -2.242 -1.858 5.250 -0.048 -0.010 0.117
H 4.057 -0.936 7.176 -0.025 -0.038 -0.171
H 0.317 0.831 7.986 0.003 0.023 -0.009
H 1.264 2.125 7.332 0.210 0.006 0.027
H -0.945 0.808 6.131 -0.051 -0.023 -0.164
H 0.054 2.096 5.456 -0.236 0.031 0.057
H 0.597 -0.876 4.982 -0.029 0.041 0.092
H 1.643 0.445 4.550 -0.032 -0.024 -0.265
H 1.711 -0.474 0.796 -0.186 -0.082 -0.011
H 1.786 -1.350 2.361 -0.048 -0.111 -0.201
H 4.713 1.437 3.098 -0.026 0.132 -0.106
H -2.340 2.357 3.291 0.251 -0.024 -0.325
H -2.343 1.180 4.550 0.151 -0.032 -0.024
H -3.360 -0.113 2.130 -0.069 0.091 -0.130
H -4.122 0.176 3.682 0.076 -0.041 0.014
H -6.205 1.705 1.374 0.091 0.017 -0.033
H -5.847 0.191 2.184 0.062 -0.030 0.033
H -5.816 2.158 4.260 0.073 -0.079 -0.005
H -7.153 1.032 3.969 0.056 -0.049 -0.018
H -7.166 2.624 3.228 0.049 0.059 0.101
H -0.172 3.208 2.979 -0.187 -0.163 -0.023
H 1.379 2.512 3.398 0.007 -0.245 -0.025
H 2.156 3.659 1.592 0.082 -0.152 -0.018
H 0.546 3.923 0.971 -0.032 -0.049 -0.046
H 3.476 2.706 0.252 -0.135 0.089 0.164
H 2.942 1.383 -0.754 -0.034 -0.033 0.113
H 2.679 2.741 -2.541 0.035 0.039 -0.013
H 1.453 3.632 -1.661 0.071 0.246 0.039
H 3.187 4.140 -1.625 -0.162 0.141 0.083
H -0.359 0.300 -0.116 0.109 -0.042 0.111
H -1.959 -0.107 0.414 -0.004 -0.022 0.100
H -0.953 2.325 -0.793 0.139 0.054 0.155
H -1.637 3.834 0.536 0.020 -0.086 -0.107
H -3.694 1.186 -0.280 -0.089 0.107 0.043
H -3.370 2.697 -1.163 -0.105 -0.037 0.032
H -2.762 0.010 -2.023 0.181 -0.009 0.014
H -3.289 1.291 -2.863 0.006 -0.099 -0.019
H -2.517 -4.094 2.056 0.210 -0.081 -0.090
H -3.052 -4.150 3.730 0.060 -0.063 0.006
H -1.395 -4.630 3.359 -0.025 -0.142 -0.200
C 4.354 1.175 -6.402 -0.049 -0.031 -0.105
S 5.354 2.224 -5.337 -0.015 -0.009 -0.008
O 4.732 2.176 -3.993 0.029 -0.006 0.006
C 4.851 3.779 -6.088 -0.032 0.056 -0.071
H 4.485 0.148 -6.066 0.036 0.015 0.033
H 3.306 1.462 -6.314 0.014 0.024 0.041
H 4.693 1.270 -7.434 0.006 -0.012 0.002
H 3.768 3.880 -6.021 0.002 -0.032 0.036
H 5.179 3.805 -7.128 0.012 -0.001 0.007
H 5.330 4.582 -5.532 0.014 -0.026 0.027
C 0.183 -6.683 -1.777 -0.027 -0.057 0.066
S 0.233 -5.401 -3.034 -0.045 -0.059 -0.049
O 0.342 -4.101 -2.324 0.067 0.117 -0.069
C -1.472 -5.573 -3.560 -0.056 -0.091 0.033
H 1.156 -6.708 -1.292 0.008 0.036 -0.016
H -0.587 -6.439 -1.045 0.008 0.053 -0.011
H -0.021 -7.645 -2.249 0.003 0.009 -0.014
H -2.135 -5.433 -2.706 0.048 0.042 0.029
H -1.624 -6.555 -4.007 -0.030 0.023 -0.041
H -1.670 -4.805 -4.306 0.048 0.019 0.003
C -2.069 -5.892 -8.019 0.051 -0.027 -0.112
S -3.295 -5.617 -6.740 0.032 0.054 0.031
O -3.364 -6.862 -5.925 -0.011 -0.059 -0.065
C -4.722 -5.633 -7.832 -0.055 -0.003 -0.063
H -1.095 -5.951 -7.540 -0.012 0.059 0.034
H -2.289 -6.826 -8.537 -0.045 -0.012 0.050
H -2.074 -5.051 -8.712 0.045 0.041 0.050
H -4.763 -6.585 -8.362 0.031 -0.014 0.028
H -4.647 -4.803 -8.534 0.005 0.011 0.015
H -5.611 -5.514 -7.216 0.023 0.001 0.031
C 0.490 -1.644 -5.502 -0.062 -0.027 0.067
S 1.009 -1.971 -7.187 0.029 0.053 0.069
O 0.078 -2.988 -7.755 -0.042 -0.084 0.020
C 2.517 -2.844 -6.744 0.058 -0.058 -0.009
H -0.472 -1.138 -5.533 0.006 0.008 -0.046
H 0.397 -2.585 -4.959 0.012 -0.015 0.038
H 1.222 -1.000 -5.014 -0.003 0.006 -0.002
H 2.268 -3.700 -6.117 -0.037 0.018 0.007
H 3.184 -2.165 -6.213 -0.011 0.001 0.011
H 2.990 -3.181 -7.665 -0.027 0.016 -0.017
C 2.912 6.726 6.918 0.060 0.075 0.010
S 2.468 4.983 6.876 -0.071 -0.087 -0.079
O 1.765 4.691 8.153 0.044 0.059 0.055
C 4.143 4.356 7.049 0.078 -0.044 0.006
H 1.989 7.301 6.867 -0.021 -0.034 -0.004
H 3.436 6.947 7.848 -0.014 -0.039 0.013
H 3.538 6.961 6.056 -0.013 -0.007 -0.011
H 4.580 4.739 7.972 -0.045 0.010 0.012
H 4.733 4.659 6.185 -0.018 -0.020 -0.018
H 4.081 3.270 7.088 -0.043 0.000 -0.016